Entry 1:
{"formula": "C26H46N5O", "method": "ωB97M-V with the def2-TZVPD basis set", "homo_ev": -10.88, "charge": 1, "gap_ha": 0.196, "energy_ev": -37189.937, "elements": ["C", "O", "C", "C", "C", "C", "C", "C", "C", "C", "C", "C", "C", "C", "N", "C", "N", "N", "C", "C", "C", "N", "C", "C", "C", "C", "C", "C", "C", "H", "H", "H", "H", "H", "H", "H", "H", "H", "H", "H", "H", "H", "H", "H", "H", "H", "H", "H", "H", "H", "H", "H", "H", "H", "H", "H", "H", "H", "H", "H", "H", "H", "H", "H", "H", "H", "H", "H", "H", "H", "H", "H", "C", "C", "N", "H", "H", "H"], "xyz": [[-2.322725, 4.655372, -2.282818], [-1.086903, 4.842184, -1.544485], [-0.773570, 6.268937, -1.415654], [0.666213, 6.564447, -2.095203], [1.705353, 5.405527, -1.607715], [1.830204, 4.360375, -2.821505], [2.010378, 2.837594, -2.282050], [2.750123, 2.037111, -3.492420], [2.677756, 0.448910, -3.291878], [1.151925, -0.111175, -3.418821], [1.256433, -1.718452, -3.145985], [0.001465, -2.103648, -2.215854], [0.407997, -2.937732, -0.885453], [1.525122, -2.215453, 0.009548], [2.769326, -3.058138, -0.071867], [3.811095, -2.605246, 0.875487], [5.028657, -2.131696, 0.497521], [3.423114, -2.650730, 2.298579], [2.378484, -1.570879, 2.437337], [1.076246, -1.820755, 1.494350], [0.315204, -0.376885, 1.484252], [-0.724593, -0.267052, 0.420321], [0.211490, -2.962950, 2.256611], [-1.284459, -2.489539, 2.623124], [-2.506434, -2.609831, 1.693116], [-3.943397, -2.096405, 2.063916], [-4.187018, -1.449772, 3.444012], [-2.945403, -1.359784, 4.394234], [-1.530270, -1.853736, 4.034821], [-2.652934, 3.552210, -2.225122], [-2.148477, 4.896029, -3.385129], [-3.132412, 5.327752, -1.806111], [-1.576414, 6.908735, -1.945366], [-0.717100, 6.567200, -0.300280], [1.106038, 7.563960, -1.768580], [0.621505, 6.482779, -3.243769], [1.316693, 4.858165, -0.686557], [2.748412, 5.828191, -1.390080], [0.937631, 4.343616, -3.530061], [2.783419, 4.570664, -3.443516], [0.959417, 2.443967, -2.075445], [2.596843, 2.781540, -1.302315], [2.210688, 2.324773, -4.460007], [3.870352, 2.322116, -3.506809], [3.035030, 0.098976, -2.246480], [3.280329, -0.134693, -4.069608], [0.528737, 0.432461, -2.634285], [0.687320, 0.110299, -4.442405], [2.273257, -2.023199, -2.726433], [1.094016, -2.203911, -4.178167], [-0.690571, -1.220298, -1.985449], [-0.645894, -2.838068, -2.834373], [-0.569683, -3.168416, -0.350896], [0.850941, -3.942520, -1.241292], [1.778624, -1.219121, -0.525707], [2.586246, -4.056901, 0.114349], [5.264883, -1.122101, 0.486197], [5.734410, -2.796285, 0.149091], [4.270064, -2.329477, 2.817373], [2.825010, -0.545430, 2.183951], [2.080476, -1.533173, 3.543531], [-0.033917, -0.067326, 2.528678], [1.148188, 0.380650, 1.203106], [-1.579939, 0.071421, 0.880902], [-0.407769, 0.440768, -0.267146], [0.108162, -3.934957, 1.653732], [0.683993, -3.272457, 3.264965], [-2.421907, -3.092681, 0.657768], [-4.778795, -2.204171, 1.281806], [-5.222034, -1.054789, 3.702075], [-3.104954, -0.889810, 5.415785], [-0.633749, -1.748790, 4.734029], [-6.575216, -4.763656, 4.894905], [-7.206645, -3.473019, 4.469136], [-7.717176, -2.452791, 4.133982], [-5.900596, -4.587249, 5.734004], [-7.347475, -5.471102, 5.200811], [-6.008839, -5.190478, 4.065691]], "forces_ev_per_angstrom": [[-0.32, -0.18, 0.10], [-0.84, 1.17, -0.37], [0.82, 0.82, -0.54], [0.42, -1.02, 0.80], [-0.44, 0.00, -1.34], [1.13, -1.15, 0.87], [0.09, 0.53, -1.29], [-0.04, -0.80, 1.33], [-1.31, -0.15, -0.43], [1.79, -0.24, 0.37], [-1.83, 1.26, -0.66], [-0.06, -1.68, -0.32], [-0.16, 0.00, -1.04], [-1.25, 1.48, -0.37], [2.39, -0.02, 1.74], [-2.83, -0.91, 2.21], [0.13, -0.53, 0.14], [2.46, 2.40, -4.56], [-2.12, 1.05, 0.37], [0.12, 0.00, 1.56], [1.79, 0.45, -0.54], [0.43, 0.60, 0.98], [-1.47, -0.35, 0.27], [-3.11, 1.09, 1.32], [-0.65, 1.14, 2.36], [2.88, 0.36, 2.44], [3.96, -1.61, -1.76], [0.30, -0.96, -2.28], [-2.96, -0.36, -3.02], [0.67, 1.73, 0.12], [-0.44, -0.09, 1.36], [1.05, -1.13, -1.02], [1.17, -1.01, 0.95], [-0.20, -0.63, -1.71], [-1.01, -1.10, -0.55], [-0.10, 0.45, 1.83], [0.47, 0.84, -1.16], [-1.57, -0.53, -0.22], [1.10, 0.26, 1.07], [-1.60, -0.04, 0.90], [1.40, 0.34, -0.28], [-0.59, 0.15, -1.38], [1.01, -0.42, 1.22], [-1.88, -0.10, -0.20], [-0.35, 0.80, -1.53], [-0.57, 0.98, 1.03], [0.68, -0.95, -0.98], [0.80, -0.31, 1.43], [-1.44, 0.45, -0.47], [0.55, 0.47, 1.72], [1.34, -1.29, -0.12], [0.87, 1.12, 1.10], [1.58, 0.43, -0.31], [-0.69, 1.47, 0.53], [-0.23, -1.52, 0.83], [-0.28, 0.65, 0.15], [-0.15, -1.11, 0.79], [-0.82, 0.73, -0.70], [-0.73, -0.58, -0.22], [-0.37, -1.43, 0.33], [0.29, -0.10, -1.68], [0.33, -0.75, -1.50], [-1.11, -1.12, 0.59], [0.38, -0.24, -0.64], [-0.53, -0.55, 0.72], [0.32, 1.48, 0.71], [-0.57, 0.61, -1.66], [0.05, 0.82, 1.75], [1.46, 0.18, 1.48], [1.70, -0.63, -0.15], [0.27, -0.70, -1.50], [-1.62, -0.12, -0.90], [-0.38, 0.78, -0.26], [-1.50, 2.91, -0.95], [2.07, -3.94, 1.28], [-0.08, 0.05, -0.09], [0.03, 0.13, -0.05], [-0.07, 0.11, 0.05]]}

---

Entry 2:
{"formula": "C26H46O2P2Ti", "method": "ωB97M-V with the def2-TZVPD basis set", "homo_ev": [-10.20, -10.21], "charge": 1, "de_lowest_ev": 0.0000, "gap_ha": [0.256, 0.257], "spin_multiplicity": 2, "energy_ev": -73489.484, "elements": ["Ti", "C", "C", "C", "C", "C", "C", "H", "H", "H", "C", "H", "H", "H", "C", "H", "H", "H", "C", "H", "H", "H", "C", "H", "H", "H", "C", "C", "C", "C", "C", "C", "C", "C", "H", "H", "H", "H", "H", "H", "H", "H", "H", "H", "H", "H", "P", "P", "C", "C", "H", "H", "H", "H", "C", "H", "H", "H", "C", "H", "H", "H", "C", "H", "H", "H", "C", "H", "H", "H", "C", "C", "O", "O", "H", "H", "H"], "xyz": [[0.966663, -1.869751, -0.111939], [0.259378, -3.455409, 1.936412], [-0.888415, -3.318356, 1.125442], [0.890833, -3.879218, -0.283728], [1.367270, -3.777530, 1.085639], [-0.518640, -3.564388, -0.237345], [0.297286, -3.572176, 3.422561], [-0.523965, -3.060797, 3.932192], [1.220140, -3.131156, 3.812763], [0.271963, -4.611136, 3.762833], [2.615056, -4.429980, 1.542767], [2.936860, -4.160145, 2.561091], [3.440003, -4.279297, 0.838946], [2.398880, -5.508416, 1.554198], [1.758261, -3.936395, -1.503695], [1.901863, -4.985875, -1.775201], [2.777328, -3.520488, -1.368763], [1.325419, -3.439736, -2.388265], [-1.481493, -3.709542, -1.362688], [-1.635755, -4.778354, -1.598588], [-1.118108, -3.238878, -2.283502], [-2.474606, -3.300846, -1.136967], [-2.283955, -3.241599, 1.620712], [-2.731079, -4.245004, 1.687950], [-2.921033, -2.660489, 0.949789], [-2.365900, -2.787823, 2.614638], [-0.002759, 0.093828, 2.501248], [-1.245043, -0.266541, 2.854392], [-2.521162, 0.118362, 2.143833], [-2.405456, 0.757511, 0.747456], [-1.692064, 0.041819, -0.343753], [-0.394905, 0.253202, -0.744306], [0.680595, 0.927756, 0.098983], [0.384367, 1.225846, 1.572387], [-3.097872, 0.840014, 2.757570], [-1.991491, 1.769288, 0.871688], [-3.143887, -0.784858, 2.093640], [-0.341977, 2.051885, 1.631236], [0.860843, -0.480113, 2.882725], [-1.366532, -1.050119, 3.627066], [1.338127, 1.579064, 1.999598], [1.660436, 0.375853, 0.007933], [-0.091839, 0.044125, -1.778480], [0.954548, 1.912952, -0.358951], [-3.443959, 0.889805, 0.392234], [-2.269574, -0.712068, -0.889648], [-0.402191, 4.072865, -0.397958], [-0.529452, 2.561111, -3.115895], [-1.102132, 5.026128, -1.885064], [-0.513384, 4.445794, -3.166771], [-0.848697, 6.088623, -1.772313], [-2.201996, 4.930739, -1.873936], [-1.074666, 4.758438, -4.061391], [0.543105, 4.741987, -3.288099], [0.102497, 2.338058, -4.820132], [-0.095049, 1.307999, -5.134705], [1.189435, 2.491574, -4.804250], [-0.369358, 3.058966, -5.496100], [-2.336431, 2.368644, -3.438505], [-2.702100, 3.186345, -4.070783], [-2.878798, 2.358881, -2.488013], [-2.488858, 1.401931, -3.932133], [1.116046, 5.105939, -0.223741], [1.668375, 4.771990, 0.662235], [0.834242, 6.161814, -0.105032], [1.762263, 4.990589, -1.104282], [-1.455417, 4.845423, 0.901184], [-2.471077, 5.013655, 0.520415], [-1.017723, 5.793674, 1.235772], [-1.525749, 4.157367, 1.757030], [4.858104, -1.246246, 1.290580], [3.396175, -1.354123, 1.560377], [2.903471, -1.352978, 2.688775], [2.714235, -1.495842, 0.424228], [5.229154, -0.366032, 1.812128], [4.977536, -1.140399, 0.212853], [5.363791, -2.147739, 1.649420]], "forces_ev_per_angstrom": [[-1.26, 2.25, 1.83], [0.49, -0.47, -0.93], [0.80, -0.26, -0.74], [-0.60, -0.71, 1.24], [-1.17, -0.82, -0.45], [0.30, -0.31, 0.44], [0.29, 0.68, 0.49], [0.02, -0.06, -0.26], [-0.08, -0.06, -0.05], [0.00, -0.05, -0.28], [0.64, -0.14, 0.30], [-0.15, 0.12, -0.48], [-0.02, 0.02, 0.17], [0.18, 0.16, 0.02], [0.47, -0.61, -0.41], [0.07, 0.09, -0.35], [-0.50, -0.16, 0.22], [-0.12, -0.13, 0.18], [-0.34, -0.22, -0.62], [0.10, 0.38, 0.09], [-0.13, -0.04, 0.02], [0.34, 0.03, -0.02], [-0.63, 0.28, 0.17], [0.22, 0.16, -0.06], [0.02, -0.08, 0.03], [0.16, -0.16, -0.24], [-0.10, -0.68, -0.15], [0.40, -0.54, -0.53], [-0.31, 0.32, 0.62], [-0.46, 0.57, 0.53], [1.69, -0.69, -0.60], [-0.55, -0.24, 1.05], [0.59, 0.68, -0.72], [0.25, 0.11, 0.43], [0.17, -0.36, -0.19], [-0.24, -0.43, -0.32], [0.08, 0.29, -0.01], [0.52, -0.31, 0.07], [-0.55, 0.50, 0.24], [0.14, 0.55, -0.49], [-0.34, 0.26, -0.22], [-0.82, 0.29, 0.08], [-0.18, -0.46, 0.24], [-0.31, -0.79, 0.08], [0.37, 0.02, 0.09], [-0.01, 0.56, -0.26], [-0.74, 1.30, -0.61], [-0.02, 0.86, -0.63], [0.11, -0.41, 0.45], [0.27, -0.51, 0.10], [-0.18, -0.16, 0.00], [0.39, -0.02, -0.01], [0.26, 0.01, 0.22], [-0.36, 0.02, 0.00], [0.10, -0.12, 0.00], [0.05, 0.19, -0.17], [-0.25, -0.01, -0.14], [0.13, -0.26, -0.12], [0.16, -0.25, 0.17], [-0.04, -0.26, 0.06], [-0.05, 0.04, -0.15], [-0.15, 0.19, 0.05], [0.12, -0.16, 0.18], [0.04, 0.17, -0.16], [0.18, -0.26, -0.05], [-0.13, 0.02, 0.24], [0.03, -0.12, 0.39], [0.25, -0.02, 0.10], [-0.28, -0.14, 0.01], [-0.02, 0.34, -0.08], [0.06, 0.24, -0.16], [-0.06, -0.38, 1.51], [0.35, -0.02, -1.99], [-0.30, 0.09, 0.34], [0.26, -0.13, 0.04], [0.38, 0.00, 0.16], [-0.01, 0.22, 0.02]]}

---

Entry 3:
{"formula": "C26H47AsBrClFeN4O5", "method": "ωB97M-V with the def2-TZVPD basis set", "homo_ev": [-10.87, -10.87], "charge": 1, "de_lowest_ev": 0.8957, "gap_ha": [0.328, 0.209], "spin_multiplicity": 6, "energy_ev": -221698.926, "elements": ["Fe", "C", "C", "C", "C", "C", "C", "C", "Br", "C", "O", "C", "C", "C", "C", "C", "C", "H", "H", "H", "H", "H", "H", "H", "H", "H", "H", "H", "H", "H", "H", "H", "H", "H", "H", "H", "H", "C", "As", "C", "C", "H", "H", "H", "H", "H", "H", "H", "H", "H", "O", "Cl", "O", "O", "O", "N", "C", "C", "N", "C", "H", "H", "H", "H", "C", "C", "N", "C", "C", "C", "C", "N", "H", "H", "H", "H", "H", "H", "H", "H", "H", "H", "H", "H", "H", "H"], "xyz": [[-0.387584, 1.871246, 1.259756], [-1.332571, -4.504259, -3.556131], [-2.533014, -3.525416, -3.750421], [-3.823252, -4.247116, -3.372991], [-2.565128, -3.113469, -5.246270], [-2.273241, -2.312267, -2.846345], [-2.355355, -2.428347, -1.413734], [-1.816000, -1.440515, -0.561671], [-1.991277, -1.725801, 1.302169], [-1.190649, -0.240806, -1.069001], [-0.447064, 0.520083, -0.355189], [-1.393110, -0.011510, -2.496870], [-1.853998, -1.032432, -3.277586], [-1.335113, 1.457704, -2.998768], [-1.708976, 1.538459, -4.498118], [0.109066, 1.924413, -2.805782], [-2.328501, 2.393591, -2.306076], [-1.405624, -5.324459, -4.271733], [-1.400116, -4.934408, -2.571217], [-0.378218, -4.093237, -3.635089], [-3.802112, -5.291262, -3.719626], [-4.647708, -3.793056, -3.895891], [-4.018011, -4.258865, -2.322572], [-2.541712, -3.989213, -5.914900], [-1.655557, -2.583136, -5.393824], [-3.294281, -2.385463, -5.573171], [-2.792721, -3.364118, -0.985511], [-1.901018, -0.719545, -4.347010], [-1.114014, 0.829577, -5.106298], [-1.547695, 2.548017, -4.964981], [-2.785518, 1.305502, -4.694596], [0.742890, 1.456954, -3.578702], [0.528308, 1.647976, -1.794385], [0.230431, 3.007426, -2.904659], [-3.357668, 2.220110, -2.687984], [-2.156471, 3.433720, -2.512158], [-2.350727, 2.277616, -1.204071], [4.158075, -2.343644, 0.182746], [3.125469, -1.655278, -1.334296], [3.869036, -2.995346, -2.598166], [1.528126, -2.713913, -0.964823], [4.424204, -3.366339, 0.046928], [3.424312, -2.257588, 1.028044], [5.004272, -1.657239, 0.306572], [3.605118, -4.042535, -2.397981], [5.023073, -2.968245, -2.603156], [3.417803, -2.840182, -3.589650], [1.929346, -3.708588, -0.960423], [0.863902, -2.663532, -1.854053], [0.989967, -2.469766, 0.009344], [-1.034127, 3.897536, 2.182554], [-2.480539, 3.763994, 1.745521], [-2.462639, 2.354658, 1.102621], [-3.365305, 3.735059, 2.900624], [-2.709415, 4.799094, 0.757582], [1.929021, 4.634840, -1.012537], [2.985746, 3.748056, -0.674148], [2.458255, 2.955048, 0.300329], [1.132251, 3.299266, 0.550130], [0.843792, 4.302946, -0.265110], [1.969504, 5.434275, -1.637132], [3.907208, 3.720897, -1.228617], [2.997985, 2.333439, 1.087222], [-0.085025, 4.912136, -0.324903], [1.257000, -0.311854, 7.244918], [0.096385, 0.075300, 6.280736], [0.420306, 1.014636, 5.190969], [0.528995, 2.439181, 5.591838], [1.932781, 2.770481, 6.121160], [0.706006, 0.563979, 3.954977], [0.953367, -0.872719, 3.616956], [0.744985, 1.415792, 2.879124], [0.980967, -1.181583, 7.780598], [1.562828, 0.551659, 7.892355], [2.179185, -0.573432, 6.612746], [-0.710899, 0.559686, 6.863825], [-0.335525, -0.857197, 5.816040], [-0.318056, 2.596347, 6.277082], [0.351797, 3.134877, 4.735838], [2.441119, 1.825791, 6.577647], [1.844592, 3.538420, 6.913733], [2.526912, 3.193912, 5.253877], [0.008376, -1.316879, 3.327901], [1.376219, -1.420724, 4.449538], [1.740990, -0.793744, 2.778686], [1.135563, 2.325326, 3.155638]], "forces_ev_per_angstrom": [[0.16, 0.32, -0.03], [-1.85, -0.56, 0.16], [0.17, 0.37, -0.56], [0.14, -0.54, -0.79], [0.55, -0.41, 0.45], [0.40, 0.22, 1.37], [0.46, 0.07, 0.42], [-1.11, -1.70, -0.77], [0.23, 0.26, -0.36], [1.11, 0.42, 0.59], [-1.56, -0.88, -0.11], [-1.06, 1.05, 0.57], [0.09, 0.61, -1.92], [0.38, -0.02, -0.97], [-0.11, 0.02, -1.04], [1.25, -0.13, 0.57], [-1.17, -0.96, 1.13], [-0.13, 0.07, -0.04], [-0.02, -0.28, 0.50], [1.54, 1.09, -0.33], [0.16, 0.27, 0.11], [-0.48, 0.32, 0.04], [-0.19, -0.04, 0.66], [-0.26, 0.32, 0.36], [1.15, 0.25, -0.51], [-0.80, -0.17, 0.28], [0.55, 1.10, -0.21], [-0.24, -0.93, 0.96], [-0.13, 0.43, 0.20], [0.03, -0.76, 0.83], [0.78, 0.08, 0.35], [-0.09, 0.12, 0.33], [-0.48, 0.34, -1.35], [-0.26, -0.05, -0.16], [0.52, -0.16, 0.39], [0.55, 0.46, -0.26], [0.00, 0.08, -0.61], [-1.22, 1.49, 0.78], [0.46, -0.41, -0.38], [1.06, -0.17, -0.60], [-0.98, 0.39, 0.22], [0.37, -0.66, -0.07], [1.01, -0.06, -0.37], [-0.08, -0.52, 0.30], [-0.05, 0.26, 0.61], [-1.87, 0.27, -0.29], [0.65, 0.29, 0.06], [-0.16, -0.74, 0.42], [0.08, 0.16, 0.71], [0.66, -0.23, -1.38], [-1.67, -0.40, -0.23], [1.39, -0.42, 0.92], [-0.02, 1.55, 0.46], [1.08, 0.38, -2.19], [-0.53, -1.47, 1.14], [0.39, -0.94, 0.35], [-1.55, 0.74, -0.19], [0.65, -0.33, 1.63], [-0.09, 0.04, -0.71], [0.33, 0.72, -0.18], [0.07, -0.44, 0.12], [0.11, 0.21, 0.27], [-0.85, 0.44, -1.78], [0.71, -0.91, 0.22], [1.42, 1.53, -2.03], [-0.19, -0.78, 0.23], [0.79, -0.57, -0.58], [-0.49, 0.16, -0.80], [0.77, -0.73, 0.34], [-0.74, 2.35, -1.04], [1.09, 0.65, -0.63], [1.11, -0.68, 1.65], [-0.25, -0.67, 0.85], [-0.48, -1.05, -0.33], [-1.21, 0.27, 0.91], [0.30, -0.34, -0.35], [0.42, 1.02, 0.52], [0.60, 0.10, 0.07], [-0.29, -0.87, 0.52], [-0.74, 1.97, -0.99], [0.26, -0.34, -0.47], [-0.33, -0.63, 1.25], [0.08, -0.35, -0.42], [0.00, -0.13, 0.12], [-1.59, -0.62, 1.15], [-0.75, -0.23, -0.06]]}